1.
24
Properties=species:S:1:pos:R:3:forces:R:3:lowdin_charge:R:1 method="wB97M-V/def2-TZVPD" total_energy_ev=-11022.900 lumo_energy_ev=-2.90 e_above_lowest_ev=0.981 orbital_gap_ev=10.23 max_force_ev_per_a=1.904 charge=+1
C -1.527695 -0.695202 -1.880845 -0.9 -1.5 -0.3 -0.0381
C -0.450151 0.203372 -1.363200 1.7 0.1 0.6 -0.3295
C 0.458291 -0.477595 -0.274782 -0.7 -0.5 -0.6 -0.1811
C 1.647151 -1.157387 -0.925718 -0.3 1.4 1.3 -0.1605
C 2.867125 -0.885870 -0.466501 0.3 -0.2 -1.5 0.0270
N -1.028449 1.476245 -0.787350 -0.5 -0.4 0.5 0.1843
H -1.368690 -1.720742 -1.524041 0.2 0.2 0.1 0.0936
H -2.536000 -0.479569 -1.515602 0.1 0.4 0.1 0.0961
H -1.615033 -0.838521 -2.960826 0.2 0.6 0.0 0.0948
H 0.287392 0.504721 -2.111755 -0.5 0.2 -0.3 0.1479
H -0.155820 -1.245095 0.208958 0.0 0.3 0.4 0.1169
H 0.824128 0.266416 0.431435 -0.1 -0.1 0.2 0.1031
H 1.392939 -1.774819 -1.772334 0.5 -0.2 -0.2 0.1101
H 3.710730 -1.178518 -1.073900 0.2 -0.5 0.2 0.0617
H 3.144373 -0.246293 0.361839 -0.5 0.0 0.1 0.0653
H -0.317618 2.194573 -0.664648 0.0 0.0 -0.1 0.1667
H -1.414931 1.242923 0.191193 0.4 0.1 -0.5 0.1017
H -1.776045 1.842657 -1.373980 0.1 0.1 -0.1 0.1644
H -1.888080 1.372935 2.294442 -0.5 0.6 0.4 0.0694
H -0.991797 0.178265 2.298813 -0.3 0.6 -0.9 0.0603
O -1.567298 0.716244 1.686596 0.5 -0.9 0.7 -0.0502
H 1.179908 -0.322159 3.471173 0.3 -0.9 -0.6 0.0584
H 0.697945 0.759318 4.263637 -0.6 0.6 0.3 0.0686
O 0.427634 0.264107 3.487405 0.4 0.1 0.3 -0.0311

2.
20
Properties=species:S:1:pos:R:3:forces:R:3:lowdin_charge:R:1 method="wB97M-V/def2-TZVPD" total_energy_ev=-14487.192 lumo_energy_ev=0.33 smiles="Nc1cc2ccccc2[nH]c1=O" e_above_lowest_ev=3.600 orbital_gap_ev=8.08 max_force_ev_per_a=8.546
N -0.961097 0.894405 3.161785 1.7 -6.1 5.7 0.1027
C -0.364954 0.673385 2.035578 -3.6 2.2 -5.6 -0.2321
C -0.318634 -0.559600 1.413178 2.1 1.0 -0.6 0.0071
C 0.079527 -0.782450 -0.007811 1.5 -1.2 -0.1 -0.1493
C 0.517432 -1.972357 -0.643151 0.4 -0.8 -1.6 -0.0255
C 1.052600 -1.875241 -2.025969 -0.1 -4.0 1.5 -0.1053
C 1.256988 -0.683790 -2.700967 -0.8 -1.5 -2.4 -0.1119
C 0.756394 0.392357 -2.057253 0.0 -0.1 0.6 -0.0939
C 0.181831 0.365608 -0.857165 -1.5 -2.3 5.3 -0.2314
N -0.518852 1.383450 -0.236470 -1.1 6.6 -2.5 0.1125
C -0.849496 1.903959 1.037775 0.7 -3.3 -0.2 -0.3119
O -1.589744 2.863851 1.276785 2.1 -2.0 -0.5 0.0526
H -1.406719 1.655063 3.467172 -1.6 3.9 0.7 0.0466
H -0.960443 0.091159 3.918443 0.0 2.2 -2.2 0.1787
H -0.124929 -1.241089 2.206961 -0.3 -1.7 -0.1 0.0930
H 0.422255 -3.075607 -0.245553 0.2 2.6 -0.4 0.1327
H 1.291360 -2.973538 -2.431493 -0.4 2.9 0.5 0.1281
H 1.380072 -0.481243 -3.855915 0.6 -1.2 2.5 0.1527
H 0.857169 1.283986 -2.491978 0.1 3.6 -1.9 0.0780
H -0.700758 2.137693 -0.963953 -0.1 -1.0 1.3 0.1766

3.
17
Properties=species:S:1:pos:R:3:forces:R:3:lowdin_charge:R:1 method="wB97M-V/def2-TZVPD" total_energy_ev=-9441.452 lumo_energy_ev=0.61 e_above_lowest_ev=1.591 orbital_gap_ev=9.67 max_force_ev_per_a=0.590
C 2.318042 -0.507179 0.568062 -0.1 0.0 -0.1 -0.0832
C 0.828805 -0.518861 0.653957 0.0 0.0 0.1 -0.1004
C -0.028437 0.175811 -0.080248 -0.4 -0.1 0.1 -0.2409
C 0.300672 1.120724 -1.195671 0.0 -0.2 0.1 -0.0394
C -1.521415 0.041973 0.151719 0.0 0.6 0.1 -0.4516
O -1.776921 -0.619191 1.356220 -0.1 -0.3 0.3 0.0017
O -2.057456 -0.646934 -0.950735 -0.1 -0.3 -0.3 0.0112
H 2.737687 -0.260988 1.543072 0.1 0.0 0.0 0.0752
H 2.688763 0.208288 -0.159064 0.1 0.0 0.0 0.0588
H 2.677080 -1.500080 0.297255 0.1 0.0 0.0 0.0772
H 0.426057 -1.169557 1.417000 -0.1 0.0 0.1 0.1072
H 1.333166 1.022464 -1.511877 0.1 0.1 -0.1 0.0659
H -0.347215 0.910400 -2.044256 0.0 0.1 -0.1 0.0812
H 0.126448 2.150246 -0.881236 0.0 0.1 0.0 0.0862
H -1.967613 1.060625 0.191179 0.1 -0.3 0.0 0.1558
H -2.728926 -0.705569 1.485279 0.2 0.1 0.0 0.0995
H -3.008738 -0.762172 -0.840656 0.1 0.2 0.0 0.0955

4.
14
Properties=species:S:1:pos:R:3:forces:R:3:lowdin_charge:R:1 method="wB97M-V/def2-TZVPD" total_energy_ev=-6791.718 lumo_energy_ev=0.57 smiles="C=CN.CO" e_above_lowest_ev=3.338 orbital_gap_ev=9.08 max_force_ev_per_a=6.923
C 3.465059 0.976080 -0.016011 0.8 4.8 3.0 -0.0368
C 2.665948 1.628481 0.913836 -2.5 -2.3 -1.8 -0.2155
N 1.454013 0.898462 1.422153 6.7 -1.5 -0.8 0.0092
H 4.410250 1.584908 -0.105002 -0.9 -1.0 -0.5 0.0505
H 3.369345 0.116706 -0.609418 -0.5 -1.2 -0.1 0.0211
H 2.772995 2.703488 1.192132 0.2 -1.3 0.0 0.0965
H 1.719214 -0.096413 1.317895 -0.9 1.0 0.2 0.0712
H 0.523610 1.055471 1.502798 -2.9 1.5 0.0 0.0041
C -3.510394 -1.601162 -1.287089 0.6 -1.0 1.4 -0.1369
O -3.528793 -1.283949 0.182129 2.5 1.6 -2.0 -0.1820
H -4.174498 -2.447642 -1.213165 -0.4 -0.3 -0.9 0.0532
H -2.483658 -2.045028 -1.649644 -1.8 1.3 0.7 0.1050
H -3.958083 -0.802500 -1.930459 0.7 -0.5 0.6 0.0778
H -2.725010 -0.686903 0.279843 -1.6 -1.0 0.3 0.0826

5.
88
Properties=species:S:1:pos:R:3:forces:R:3:lowdin_spin:R:1 method="wB97M-V/def2-TZVPD" total_energy_ev=-120052.993 lumo_energy_ev="-2.17 / -2.17" e_above_lowest_ev=0.510 multiplicity=2 orbital_gap_ev="7.58 / 7.58" max_force_ev_per_a=0.340 charge=+1
Ti -0.878896 1.987712 -0.169776 -0.3 0.0 0.1 0.9544
C -4.074717 0.969193 -0.489788 0.0 0.0 0.0 0.0000
C -3.196329 -0.226961 -0.145267 0.0 0.0 0.0 0.0003
O -2.159058 0.190584 0.745808 0.0 -0.1 0.0 0.0090
C -2.626191 0.403998 2.083148 0.0 0.0 0.0 0.0016
C -1.395358 0.513694 2.951112 0.0 0.0 0.0 0.0007
O -0.485861 1.424895 2.355158 0.1 0.0 0.1 0.0087
C -0.364049 2.711533 2.937370 -0.1 0.0 0.0 0.0001
C -1.542469 3.603537 2.577700 0.0 -0.1 0.0 0.0013
O -1.885446 3.329081 1.215274 0.1 0.2 0.0 0.0137
C -2.853150 4.206847 0.613660 0.0 0.0 0.0 0.0013
C -3.837642 3.346117 -0.183740 0.0 0.0 0.0 0.0006
O -3.216634 2.107524 -0.539629 0.0 0.0 -0.1 0.0004
H -4.836946 1.127722 0.277296 0.0 0.0 0.0 0.0000
H -4.577202 0.823042 -1.448436 0.0 0.0 0.0 0.0000
H -2.699957 -0.637783 -1.018074 0.0 0.0 0.0 0.0000
H -3.791612 -1.017364 0.316495 0.0 0.0 0.0 0.0000
H -3.237107 -0.446914 2.394090 0.0 0.0 0.0 0.0002
H -3.230560 1.315797 2.121530 0.0 0.0 0.0 0.0000
H -0.891347 -0.453765 2.989419 0.0 0.0 0.0 0.0000
H -1.664098 0.811162 3.968310 0.0 0.0 0.0 0.0002
H 0.554040 3.122108 2.524339 0.0 0.0 0.0 0.0000
H -0.266505 2.645846 4.024235 0.0 0.0 0.0 0.0000
H -1.263331 4.653093 2.694534 0.0 0.0 0.0 0.0000
H -2.422906 3.404138 3.197127 0.0 0.0 0.0 0.0004
H -2.328638 4.916784 -0.020875 0.0 0.0 0.0 -0.0002
H -3.389265 4.742869 1.398258 0.0 0.0 0.0 -0.0001
H -4.165854 3.875753 -1.079125 0.0 0.0 0.0 0.0001
H -4.709216 3.117591 0.433750 0.0 0.0 0.0 0.0000
Cl -0.640827 0.429653 -2.148107 0.1 -0.1 -0.1 0.0090
C -1.368691 1.331080 -3.488636 0.0 0.0 0.1 0.0068
C -1.746723 0.590303 -4.590116 0.0 0.0 0.0 0.0000
C -2.312180 1.257167 -5.664588 0.0 0.0 0.0 0.0016
C -2.485261 2.631450 -5.603106 0.0 0.0 0.0 -0.0002
C -2.092983 3.338456 -4.478318 0.0 0.0 0.0 0.0012
Cl -2.341161 5.050197 -4.462007 0.0 0.0 0.0 0.0006
C -1.508205 2.713113 -3.366809 0.0 0.0 0.1 0.0058
S -0.965119 3.623563 -1.973551 0.0 0.0 -0.1 0.0072
H -1.596475 -0.480292 -4.606381 0.0 0.0 0.0 0.0001
H -2.616297 0.709135 -6.544985 0.0 0.0 0.0 0.0001
H -2.927140 3.169113 -6.430159 0.0 0.0 0.0 -0.0001
C 3.044301 2.078964 0.959061 0.0 0.0 0.0 -0.0008
C 2.166377 2.668802 -0.135693 0.0 0.0 0.0 -0.0022
C 2.220591 4.188911 -0.133638 0.0 0.0 0.0 -0.0002
C 2.538514 2.108675 -1.500522 0.0 0.0 0.0 -0.0007
O 0.813748 2.274512 0.146778 0.2 0.0 -0.1 -0.0262
H 4.093880 2.296579 0.756198 0.0 0.0 0.0 -0.0002
H 2.910300 0.997943 1.008723 0.0 0.0 0.0 0.0000
H 2.792281 2.504617 1.932311 0.0 0.0 0.0 0.0000
H 3.236577 4.524830 -0.344777 0.0 0.0 0.0 -0.0001
H 1.929224 4.584391 0.842097 0.0 0.0 0.0 0.0000
H 1.556386 4.595206 -0.896245 0.0 0.0 0.0 0.0002
H 3.570433 2.365511 -1.743090 0.0 0.0 0.0 -0.0001
H 1.884208 2.521354 -2.269821 0.0 0.0 0.0 0.0000
H 2.448059 1.021179 -1.500100 0.0 0.0 0.0 0.0001
C -0.335847 -5.450277 3.355408 0.0 0.0 0.0 0.0000
Si -0.469503 -4.249309 1.930474 0.0 0.0 0.0 0.0001
C -2.028461 -3.218689 2.108897 0.0 0.0 0.0 0.0000
C -0.522382 -5.173142 0.307844 0.0 0.0 0.0 0.0000
C 0.999345 -3.077557 1.992180 0.0 0.0 0.0 0.0010
Te 1.124457 -1.676166 0.372098 0.0 0.0 0.0 0.0027
C 2.164958 -3.005789 -0.947307 0.0 0.0 0.0 0.0010
Si 4.037991 -2.985935 -0.751644 0.0 0.0 0.0 0.0001
C 4.666844 -1.279220 -1.179779 0.0 0.0 0.0 0.0000
C 4.511190 -3.408911 1.006690 0.0 0.0 0.0 0.0000
C 4.742354 -4.255635 -1.930045 0.0 0.0 0.0 0.0001
H -1.194299 -6.125106 3.381405 0.0 0.0 0.0 0.0000
H -0.293145 -4.929032 4.314162 0.0 0.0 0.0 0.0000
H 0.563250 -6.064154 3.271429 0.0 0.0 0.0 0.0000
H -2.924997 -3.829263 1.983050 0.0 0.0 0.0 0.0000
H -2.033250 -2.434216 1.348286 0.0 0.0 0.0 0.0000
H -2.078506 -2.753858 3.097660 0.0 0.0 0.0 0.0000
H -1.386039 -5.841304 0.281407 0.0 0.0 0.0 0.0000
H 0.368718 -5.789231 0.168145 0.0 0.0 0.0 0.0000
H -0.601238 -4.489304 -0.540311 0.0 0.0 0.0 0.0000
H 1.952046 -3.609706 1.988854 0.0 0.0 0.0 0.0001
H 0.986406 -2.486425 2.911399 0.0 0.0 0.0 0.0000
H 1.887932 -2.713005 -1.963079 0.0 0.0 0.0 0.0000
H 1.732392 -3.992407 -0.778046 0.0 0.0 0.0 0.0000
H 4.275446 -0.531542 -0.487741 0.0 0.0 0.0 0.0000
H 4.380043 -0.989042 -2.193637 0.0 0.0 0.0 0.0000
H 5.757160 -1.245441 -1.123707 0.0 0.0 0.0 0.0000
H 4.127819 -2.668519 1.712550 0.0 0.0 0.0 0.0000
H 5.599112 -3.425084 1.103895 0.0 0.0 0.0 0.0000
H 4.143062 -4.393264 1.305111 0.0 0.0 0.0 0.0000
H 4.475226 -4.030271 -2.964678 0.0 0.0 0.0 0.0000
H 4.372013 -5.257083 -1.700557 0.0 0.0 0.0 0.0000
H 5.832426 -4.284317 -1.868814 0.0 0.0 0.0 0.0000

6.
22
Properties=species:S:1:pos:R:3:forces:R:3:lowdin_charge:R:1 method="wB97M-V/def2-TZVPD" total_energy_ev=-9412.627 lumo_energy_ev=-2.81 e_above_lowest_ev=1.035 orbital_gap_ev=10.89 max_force_ev_per_a=1.920 charge=+1
C 0.928380 -1.396592 0.730081 -0.6 0.8 1.4 -0.1663
N 1.242263 -0.052148 1.231818 0.3 0.1 0.1 -0.1518
C 2.249442 0.717212 0.521510 0.3 0.7 -0.2 -0.1013
C -0.100355 -1.264937 -0.414054 0.5 -1.5 1.0 -0.1191
N -0.943060 -0.099973 -0.151425 -1.1 0.5 0.0 -0.0267
C -2.208981 -0.397830 0.567404 0.2 -0.7 1.0 0.0118
H 0.410117 -1.844289 1.576384 0.0 -0.4 0.0 0.1195
H 1.811861 -2.012020 0.561789 -0.1 0.0 -0.7 0.1311
H 1.491944 -0.086907 2.209836 -0.1 -0.1 0.0 0.1240
H 3.194165 0.205521 0.317534 -0.2 -0.2 -0.1 0.0928
H 2.505749 1.623324 1.072743 -0.1 -0.2 0.4 0.0923
H 1.856090 1.142140 -0.399171 -0.1 -0.4 -0.4 0.0673
H -0.708874 -2.164638 -0.457045 -0.2 0.0 0.1 0.1327
H 0.420863 -1.259664 -1.324188 0.4 0.8 -1.5 0.1152
H -0.399462 0.460301 0.540757 0.5 0.1 -0.3 0.1368
H -1.160984 0.469066 -0.983886 0.4 0.1 0.0 0.1206
H -1.933026 -0.776546 1.555570 0.0 0.0 -0.1 0.1058
H -2.766418 -1.193414 0.084909 -0.1 0.3 -0.3 0.1055
H -2.782183 0.503317 0.753490 -0.1 0.1 -0.4 0.1092
H -0.989204 2.009273 -3.008091 -0.3 0.0 0.2 0.0792
H -0.188744 2.414564 -1.786591 -0.3 0.1 0.0 0.0625
O -1.037611 2.020272 -2.038469 0.5 -0.1 -0.3 -0.0410